Entry 1:
Computed, not measured: a molecular structure, C21H44MnN3OP2, with ωB97M-V/def2-TZVPD.

Atoms and positions in Å:
Mn: 0.2402 -0.0848 -0.1715
P: -2.1038 0.1440 0.7794
P: 1.7136 0.4933 -1.7464
N: -0.7155 -1.0748 -1.6105
C: -2.8831 -1.1477 -0.2778
H: -2.9528 -2.0439 0.3465
H: -3.9239 -0.8456 -0.4864
C: -2.1355 -1.5189 -1.5709
H: -1.9256 -2.6183 -1.5251
H: -2.8317 -1.3794 -2.4243
C: -0.2898 -0.9801 -3.0322
H: -0.7107 -0.2307 -3.7533
H: -0.5945 -1.9690 -3.4475
C: 1.2139 -0.8831 -2.9145
H: 1.7051 -0.7908 -3.8830
H: 1.5487 -1.8060 -2.4215
C: 3.5385 0.2476 -1.5537
C: 3.8597 -0.5778 -0.2946
H: 3.4183 -1.5900 -0.3155
H: 3.5159 -0.0614 0.6240
H: 4.9575 -0.6875 -0.2148
C: 1.4729 1.9710 -2.8565
C: 1.7249 3.3018 -2.1351
H: 1.1398 4.0791 -2.6422
H: 2.7832 3.5874 -2.1805
H: 1.4110 3.2798 -1.0811
C: -3.2897 1.6133 0.8460
C: -2.9469 2.5701 2.0001
H: -3.4907 3.5081 1.8160
H: -1.8663 2.7935 2.0240
H: -3.2761 2.1707 2.9732
C: -2.1096 -0.6203 2.4618
C: -1.3311 0.2189 3.4912
H: -0.9263 -0.4752 4.2443
H: -2.0033 0.9288 4.0017
H: -0.4903 0.7771 3.0424
C: 0.6997 1.2882 0.8509
C: 2.2722 1.8334 -4.1762
H: 2.9579 0.9683 -4.2140
H: 1.5686 1.7264 -5.0166
H: 2.8638 2.7433 -4.3633
C: -4.7833 1.2263 0.8099
H: -5.3747 2.0418 1.2526
H: -5.1380 1.1016 -0.2234
H: -5.0249 0.3082 1.3734
C: -3.4965 -0.9987 2.9639
H: -3.3685 -1.5643 3.8919
H: -4.1068 -0.1200 3.2063
H: -4.0430 -1.6439 2.2675
C: 4.3672 1.5248 -1.5825
H: 4.0255 2.2358 -0.8224
H: 5.4027 1.2595 -1.3477
H: 4.3615 2.0048 -2.5580
H: 3.7836 -0.3832 -2.4311
H: -1.5508 -1.5551 2.2622
H: 0.3931 1.9115 -3.1063
H: -3.0623 2.1291 -0.1087
O: 0.9640 2.2530 1.4610
H: -1.4260 1.2908 -1.1713
H: -1.9718 1.5495 -1.6043
C: 2.2226 -3.0613 3.6818
N: 1.5987 -2.7474 2.4176
C: 1.3094 -3.6584 1.3992
C: 0.7468 -2.9165 0.3740
N: 0.7434 -1.6100 0.8143
C: 1.2392 -1.5442 2.0236
H: 1.5550 -2.8200 4.5199
H: 2.4689 -4.1209 3.7109
H: 3.1389 -2.4699 3.8133
H: 1.5042 -4.6983 1.4425
H: 0.3462 -3.1704 -0.5763
H: 1.3673 -0.6125 2.6540

⟨S²⟩: 6.06
multiplicity: 5
lowest unoccupied orbital energy (alpha / beta): -6.12 / -7.99 eV
highest occupied orbital energy (alpha / beta): -0.5431 / -0.5341 Ha
HOMO-LUMO gap (alpha / beta): 0.318 / 0.241 hartree
energy: -78890.08886 eV
max |F|: 7.46 eV/Å
energy above the lowest of the compared OMol25 structures with the same formula, charge and spin: 149.1 kJ/mol
total charge: +2

=====

Entry 2:
Computed, not measured: 2 unconnected molecules or ions with the total composition C13H11NO, with ωB97M-V/def2-TZVPD.

Atoms and positions in Å:
C: 0.1684 3.0569 -0.0267
C: -0.3794 2.1078 -0.5206
C: 0.4195 -0.1069 2.3150
C: 1.2675 -1.2350 -3.8617
C: 1.3831 0.1923 -3.8425
C: 0.4254 -1.9449 -2.9782
C: 0.5438 0.8159 -2.9016
C: -0.1937 -1.2701 -1.9349
C: -0.1280 0.0996 -1.9065
C: -1.3866 -1.1937 4.0262
C: -0.7123 0.0566 4.6327
C: -0.4005 -0.3290 3.2661
C: -0.9341 0.8091 -0.8808
N: 1.1917 0.1168 1.4055
O: -1.8869 0.2555 -0.3526
H: 0.5537 3.9678 0.3508
H: 1.8473 -1.7664 -4.5632
H: 1.9526 0.6318 -4.7655
H: 0.3605 -3.0067 -2.8551
H: 0.4667 1.8416 -2.8650
H: -0.8239 -1.5595 -1.1299
H: -1.0866 -2.1503 4.3008
H: -2.4491 -1.1863 3.8391
H: -1.3436 0.9050 4.9359
H: 0.0541 -0.0755 5.4951
H: 1.0905 0.9675 0.8176

SMILES string: C#CC(=O)c1ccccc1.N=C=C1CC1
multiplicity: 1
lowest unoccupied orbital energy: -0.50 eV
highest occupied orbital energy: -0.3023 Ha
HOMO-LUMO gap: 0.284 hartree
energy: -17190.80639 eV
max |F|: 3.10 eV/Å
energy above the lowest of the compared OMol25 structures with the same formula, charge and spin: 264.2 kJ/mol
total charge: 0

=====

Entry 3:
Computed, not measured: a single C2H5N5O molecule, with ωB97M-V/def2-TZVPD.

Atoms and positions in Å:
C: 0.3719 0.3307 0.5949
C: 0.9333 -0.0552 -0.7000
H: -2.4564 -0.1525 0.0909
H: -1.3676 -1.3532 0.7905
H: -0.9281 1.0982 1.9605
H: -0.6290 0.3812 -1.8971
H: 0.6358 -0.2673 -2.6550
N: -1.8757 -0.4110 0.9678
N: -0.8950 0.5799 1.0157
N: 1.3335 0.2828 1.4508
N: 2.2517 -0.1889 -0.6256
N: 0.1348 -0.2236 -1.7605
O: 2.4907 -0.0211 0.7671

SMILES string: NNc1nonc1N
multiplicity: 1
lowest unoccupied orbital energy: 0.63 eV
highest occupied orbital energy: -0.3322 Ha
HOMO-LUMO gap: 0.355 hartree
energy: -11649.28998 eV
max |F|: 3.81 eV/Å
energy above the lowest of the compared OMol25 structures with the same formula, charge and spin: 314.0 kJ/mol
total charge: 0